This record from OMol25 describes a structure of composition C5H8N2O at a distorted geometry. The level of theory is ωB97M-V with the def2-TZVPD basis set.

Geometry as XYZ:
```
16
C5H8N2O ωB97M-V with the def2-TZVPD basis set
C 1.64 1.13 -0.49
C -1.21 -1.76 0.25
N 0.32 1.60 -0.26
C -0.66 0.67 -0.12
C -0.31 -0.69 -0.31
O -1.82 1.01 0.49
C 1.53 -0.55 0.21
N 2.15 -1.32 0.80
H -1.79 1.90 0.84
H 0.23 2.41 0.35
H 2.41 1.76 -0.05
H 1.80 0.89 -1.54
H 0.03 -0.93 -1.32
H -1.99 -2.01 -0.47
H -0.64 -2.67 0.47
H -1.70 -1.46 1.17
```

Properties
Energy above the lowest of the compared OMol25 structures with the same formula, charge and spin, kJ/mol: 329.48
Molecular weight, g mol⁻¹: 112.1

This record from OMol25 describes the ion C9H16N2S with charge +2 at a distorted geometry. The level of theory is ωB97M-V with the def2-TZVPD basis set.

Geometry as XYZ:
```
28
C9H16N2S ωB97M-V with the def2-TZVPD basis set
C 0.08 -0.94 -0.09
C -1.91 0.13 -0.55
C -1.48 1.94 1.30
C -2.65 2.17 0.29
C -0.21 1.40 0.62
C -0.48 -2.16 -0.80
C 0.42 -2.14 -2.11
C 2.61 -0.20 0.24
C 1.41 -1.10 0.54
N -2.86 0.99 -0.51
N -0.65 0.18 -0.08
S -2.23 -1.92 -1.09
H -1.28 2.87 1.76
H -1.90 1.37 2.12
H -3.56 2.42 0.80
H -2.51 3.07 -0.36
H 0.19 2.10 -0.07
H 0.66 1.29 1.31
H -0.17 -3.06 -0.35
H 0.61 -1.12 -2.55
H -0.01 -2.95 -2.82
H 1.46 -2.52 -1.70
H 2.90 -0.41 -0.79
H 3.43 -0.46 0.78
H 2.40 0.86 0.33
H 1.34 -1.20 1.77
H 1.66 -2.04 0.16
H -3.68 0.68 -0.91
```

Properties
Energy above the lowest of the compared OMol25 structures with the same formula, charge and spin, kJ/mol: 0.00
Total charge: +2
Molecular weight, g mol⁻¹: 184.3

This record from OMol25 describes a cluster of 8 separate species, C38H78ClN10O11S2 in total at a distorted geometry. The level of theory is ωB97M-V with the def2-TZVPD basis set.

Geometry as XYZ:
```
140
C38H78ClN10O11S2 ωB97M-V with the def2-TZVPD basis set
C -3.23 -2.65 4.39
C -4.54 -1.90 4.13
C -4.73 -1.50 2.65
C -4.67 0.03 2.54
C -3.24 0.52 2.72
N -5.32 0.54 1.31
C -4.87 0.62 0.00
S -3.34 0.09 -0.70
C -2.11 1.38 -0.30
C -0.82 0.71 0.13
O -0.32 0.97 1.20
O -0.26 -0.19 -0.73
C -0.39 -1.54 -0.30
C 0.33 -2.46 -1.28
C 1.72 -2.82 -0.75
O -0.47 -3.65 -1.31
C -0.30 -4.40 -2.45
O -0.65 -4.02 -3.54
C 0.32 -5.76 -2.23
S -1.00 -7.01 -2.16
N -5.77 1.10 -0.76
N -6.82 1.32 0.07
C -6.57 1.00 1.29
C -7.55 1.11 2.41
Cl -9.16 1.42 1.73
C -7.17 2.12 3.49
C -7.84 1.71 4.82
H -2.87 -2.39 5.38
H -2.48 -2.31 3.69
H -3.35 -3.72 4.31
H -4.53 -1.02 4.75
H -5.40 -2.49 4.42
H -3.89 -1.91 2.09
H -5.67 -1.86 2.25
H -5.23 0.43 3.36
H -2.90 0.29 3.72
H -3.13 1.58 2.54
H -2.60 -0.06 2.07
H -1.92 1.97 -1.19
H -2.42 2.07 0.47
H 0.01 -1.71 0.70
H -1.42 -1.88 -0.28
H 0.37 -1.96 -2.24
H 2.11 -3.66 -1.31
H 1.62 -3.11 0.29
H 2.41 -1.99 -0.84
H 0.80 -5.74 -1.27
H 1.02 -5.94 -3.03
H -0.30 -8.15 -2.09
H -7.67 1.69 -0.33
H -7.60 0.13 2.87
H -7.53 3.11 3.26
H -6.09 2.17 3.61
H -8.73 1.15 4.58
H -7.21 1.03 5.39
H -8.12 2.56 5.40
C -12.04 0.61 3.94
C -11.99 1.38 5.24
O -10.94 1.85 5.67
N -13.15 1.54 5.92
C -14.47 1.07 5.57
H -11.04 0.57 3.52
H -12.39 -0.41 4.11
H -12.70 1.11 3.23
H -13.04 2.07 6.78
H -15.15 1.92 5.48
H -14.85 0.41 6.36
H -14.46 0.52 4.63
C 1.19 -10.62 -6.69
C 0.95 -9.99 -5.35
O 1.69 -10.19 -4.39
N -0.13 -9.18 -5.21
C -1.12 -8.82 -6.21
H 2.08 -11.24 -6.64
H 0.34 -11.25 -6.97
H 1.34 -9.85 -7.45
H -0.22 -8.80 -4.28
H -1.12 -7.74 -6.34
H -2.11 -9.13 -5.87
H -0.91 -9.30 -7.16
C 1.48 3.35 1.60
C 1.63 4.41 2.67
O 0.68 5.08 3.06
N 2.87 4.59 3.20
C 4.10 3.89 2.87
H 0.44 3.33 1.29
H 2.10 3.59 0.74
H 1.75 2.37 1.99
H 2.90 5.31 3.91
H 4.49 3.40 3.77
H 4.85 4.61 2.53
H 3.95 3.15 2.10
C 0.71 -15.41 -8.14
C 0.52 -14.32 -7.11
O -0.12 -13.31 -7.35
N 1.10 -14.50 -5.90
C 1.89 -15.62 -5.44
H 0.19 -15.12 -9.05
H 1.77 -15.55 -8.37
H 0.29 -16.35 -7.79
H 0.94 -13.74 -5.26
H 1.42 -16.07 -4.57
H 2.89 -15.27 -5.15
H 2.00 -16.37 -6.21
C 6.27 4.80 -0.64
C 6.59 5.84 0.41
O 6.73 5.53 1.60
N 6.72 7.12 0.01
C 6.59 7.64 -1.34
H 6.20 3.83 -0.16
H 5.31 5.02 -1.12
H 7.06 4.77 -1.39
H 6.94 7.76 0.75
H 7.54 8.12 -1.62
H 5.80 8.39 -1.36
H 6.36 6.86 -2.05
C 6.07 13.67 -2.29
C 6.57 12.29 -2.66
O 6.45 11.83 -3.78
N 7.18 11.56 -1.68
C 7.41 11.93 -0.30
H 5.62 14.12 -3.17
H 5.32 13.61 -1.51
H 6.90 14.30 -1.96
H 7.49 10.66 -1.99
H 8.48 11.91 -0.09
H 6.92 11.22 0.37
H 7.03 12.93 -0.09
C 11.97 6.65 1.15
C 10.47 6.45 1.14
O 9.71 7.26 0.62
N 9.97 5.34 1.73
C 10.69 4.27 2.39
H 12.20 7.58 0.65
H 12.33 6.70 2.18
H 12.46 5.83 0.63
H 8.96 5.28 1.69
H 10.48 3.32 1.89
H 10.37 4.20 3.42
H 11.76 4.45 2.37
```

Properties
DFT total energy, eV: -112283.7482
Total charge: +1
Molecular weight, g mol⁻¹: 950.7

This record from OMol25 describes a structure of composition OS3 at a distorted geometry. The level of theory is ωB97M-V with the def2-TZVPD basis set.

Geometry as XYZ:
```
4
OS3 ωB97M-V with the def2-TZVPD basis set
O 0.12 0.94 -1.30
S -0.86 0.38 1.47
S 1.16 -1.19 0.43
S -0.41 -0.14 -0.60
```

Properties
Energy above the lowest of the compared OMol25 structures with the same formula, charge and spin, kJ/mol: 157.93
Molecular weight, g mol⁻¹: 112.2

This record from OMol25 describes an isolated molecule of C30H50. The level of theory is ωB97M-V with the def2-TZVPD basis set.

Geometry as XYZ:
```
80
C30H50 ωB97M-V with the def2-TZVPD basis set
C -2.58 -3.77 -0.07
C -2.31 -2.75 -1.13
C -1.23 -1.99 -1.21
C -0.03 -1.96 -0.30
H 0.08 -0.95 0.09
H -0.16 -2.64 0.54
C 1.23 -2.34 -1.09
C 2.53 -2.29 -0.33
C 2.64 -1.96 0.95
C 3.90 -1.94 1.75
H 4.72 -2.40 1.19
H 3.75 -2.52 2.66
C 4.30 -0.51 2.15
C 4.68 0.33 0.96
C 3.81 1.20 0.45
C 4.01 2.09 -0.74
H 5.06 2.13 -1.03
H 3.70 3.11 -0.46
C 3.16 1.63 -1.93
C 1.71 1.53 -1.54
C 0.82 2.51 -1.50
C -0.55 2.25 -0.94
H -0.76 1.18 -0.93
H -1.32 2.74 -1.55
C -0.66 2.78 0.51
C -1.89 2.25 1.17
C -1.97 1.27 2.06
C -3.31 0.81 2.57
H -3.22 0.51 3.62
H -4.03 1.63 2.50
C -3.84 -0.38 1.75
C -4.03 -0.01 0.32
C -5.11 0.51 -0.24
C -5.14 0.87 -1.70
H -4.17 0.69 -2.16
H -5.89 0.29 -2.22
H -5.40 1.93 -1.82
C -6.39 0.81 0.48
H -6.40 0.40 1.49
H -7.24 0.40 -0.07
H -6.54 1.89 0.55
H -3.15 -0.16 -0.30
H -4.78 -0.72 2.20
H -3.12 -1.21 1.81
C -0.80 0.51 2.62
H -1.01 -0.56 2.60
H 0.12 0.70 2.06
H -0.64 0.80 3.66
H -2.81 2.71 0.83
H 0.24 2.49 1.05
H -0.69 3.87 0.49
C 1.09 3.93 -1.91
H 1.99 4.00 -2.52
H 1.23 4.55 -1.03
H 0.25 4.33 -2.47
H 1.41 0.55 -1.19
H 3.51 0.65 -2.25
H 3.29 2.33 -2.76
H 2.83 1.28 0.90
C 6.07 0.12 0.44
H 6.75 0.83 0.91
H 6.42 -0.88 0.68
H 6.13 0.26 -0.63
H 5.15 -0.56 2.84
H 3.46 -0.05 2.68
H 1.76 -1.68 1.51
C 3.72 -2.66 -1.17
H 4.49 -1.89 -1.12
H 3.43 -2.79 -2.21
H 4.16 -3.60 -0.83
H 1.10 -3.36 -1.47
H 1.31 -1.69 -1.96
H -1.15 -1.29 -2.03
C -3.41 -2.64 -2.15
H -3.60 -3.61 -2.60
H -4.33 -2.31 -1.66
H -3.15 -1.94 -2.93
H -2.69 -4.76 -0.52
H -3.51 -3.53 0.44
H -1.79 -3.83 0.67
```

Properties
Energy above the lowest of the compared OMol25 structures with the same formula, charge and spin, kJ/mol: 5.42
Molecular weight, g mol⁻¹: 410.7
Structure (SMILES): CC(C)=CCC/C(C)=C/CC/C(C)=C/CC/C=C(\C)CC/C=C(\C)CCC=C(C)C

This record from OMol25 describes a structure of composition C3H11N3 at a distorted geometry. The level of theory is ωB97M-V with the def2-TZVPD basis set.

Geometry as XYZ:
```
17
C3H11N3 ωB97M-V with the def2-TZVPD basis set
C 1.75 1.08 -1.04
N 0.44 1.51 -0.59
H 0.54 2.47 -0.23
H -0.44 0.45 -0.56
H 1.90 0.02 -0.77
H 1.86 1.14 -2.14
H 2.58 1.63 -0.59
C -0.67 -1.94 -0.57
N -0.91 0.28 2.21
C -1.02 -0.65 0.15
N -0.27 -0.37 1.26
H -1.61 0.98 1.94
H -0.29 0.64 2.93
H -2.11 -0.50 0.26
H -1.19 -1.97 -1.53
H 0.40 -1.97 -0.75
H -0.96 -2.81 0.01
```

Properties
Energy above the lowest of the compared OMol25 structures with the same formula, charge and spin, kJ/mol: 490.30
Molecular weight, g mol⁻¹: 89.1

This record from OMol25 describes a cluster of 22 separate species, C3H50F2N2O23S in total at a distorted geometry. The level of theory is ωB97M-V with the def2-TZVPD basis set.

Geometry as XYZ:
```
81
C3H50F2N2O23S ωB97M-V with the def2-TZVPD basis set
N -2.72 -1.81 -0.53
N -1.42 -1.55 -0.13
C -0.40 -1.85 -1.20
C -0.28 -0.46 -2.12
C 1.28 0.07 -2.13
F 1.86 0.22 -0.76
S -1.02 -2.24 1.42
O -1.68 -1.30 2.50
O -1.58 -3.66 1.67
F 0.67 -2.23 1.76
H -3.27 -2.35 0.18
H -2.79 -2.22 -1.49
H 0.67 -2.13 -0.80
H -0.71 -2.73 -1.94
H -0.91 0.39 -1.57
H -0.72 -0.68 -3.18
H 1.88 -0.73 -2.78
H 1.29 1.13 -2.67
O 1.36 3.02 -1.09
H 1.68 2.23 -0.64
H 0.93 3.54 -0.39
O -2.57 -6.69 1.09
H -3.47 -6.57 0.76
H -2.24 -5.79 1.22
O 2.34 -3.03 -3.20
H 2.31 -3.77 -3.82
H 3.26 -3.02 -2.89
O -4.04 0.89 3.38
H -3.43 0.13 3.37
H -4.29 1.00 2.45
O -1.93 -9.68 0.11
H -1.61 -10.18 0.87
H -1.97 -8.77 0.42
O 3.52 3.37 0.87
H 4.13 2.62 0.86
H 3.28 3.49 -0.06
O -2.96 -8.03 -2.67
H -2.35 -8.47 -2.06
H -3.78 -8.54 -2.58
O 5.81 4.97 0.20
H 6.34 4.73 0.97
H 4.97 4.52 0.34
O -3.18 1.28 -0.76
H -2.86 0.49 -0.30
H -3.60 1.80 -0.06
O 4.94 4.06 -2.98
H 4.17 4.48 -2.57
H 5.65 4.70 -2.84
O -1.82 0.06 5.57
H -2.33 -0.61 5.10
H -2.18 0.90 5.26
O 0.62 -2.28 4.62
H -0.28 -2.16 4.28
H 0.96 -1.38 4.75
O 7.09 4.80 -5.24
H 6.41 4.61 -4.57
H 6.69 5.51 -5.77
O -5.43 2.38 0.92
H -6.11 2.18 1.59
H -5.83 3.09 0.39
O -6.71 1.87 3.47
H -5.80 1.67 3.74
H -7.10 2.25 4.27
O -3.31 4.51 1.97
H -3.68 5.06 2.68
H -4.04 3.92 1.73
O -1.00 1.94 -3.52
H -1.78 2.36 -3.12
H -0.29 2.58 -3.39
O -4.14 -12.27 0.16
H -4.91 -11.86 0.57
H -3.43 -11.63 0.30
O 9.31 6.34 -6.39
H 9.84 6.10 -5.61
H 8.46 5.89 -6.24
O 8.15 7.05 -0.06
H 7.78 7.61 0.65
H 7.42 6.47 -0.30
O -1.33 3.00 6.12
H -0.83 3.14 5.30
H -0.91 2.22 6.52
```

Properties
DFT total energy, eV: -70260.6582
Molecular weight, g mol⁻¹: 552.5

This record from OMol25 describes a structure of composition C53H52BGe2N6O4Pt at a distorted geometry. The level of theory is ωB97M-V with the def2-TZVPD basis set.

Geometry as XYZ:
```
119
C53H52BGe2N6O4Pt ωB97M-V with the def2-TZVPD basis set
Pt 0.02 -0.28 -0.01
C 2.05 2.01 5.02
C 1.02 1.13 4.41
C 0.01 0.44 5.04
C -0.68 -0.22 4.00
N -0.12 0.04 2.83
N 0.92 0.87 3.08
B 1.67 1.60 1.97
N 2.57 0.68 1.05
N 2.05 -0.07 0.05
C 3.06 -0.37 -0.77
C 4.26 0.14 -0.27
C 3.90 0.81 0.88
C 4.77 1.59 1.81
C 2.87 -1.13 -2.02
C 3.80 -2.05 -2.43
C 3.51 -2.92 -3.53
C 2.49 -2.49 -4.46
C 1.61 -1.52 -4.09
C 1.76 -0.89 -2.85
N 0.74 2.42 1.03
N 0.02 1.85 0.02
C -0.68 2.82 -0.55
C -0.40 4.04 0.06
C 0.50 3.74 1.06
C 1.13 4.65 2.06
C -1.63 2.60 -1.67
C -1.55 1.51 -2.52
C -2.43 1.37 -3.58
C -3.42 2.32 -3.80
C -3.52 3.40 -2.95
C -2.63 3.54 -1.89
C -1.87 -1.09 4.11
C -2.47 -1.62 2.98
C -3.61 -2.40 3.10
C -4.15 -2.67 4.34
C -3.55 -2.15 5.48
C -2.41 -1.37 5.36
H 1.95 1.98 6.10
H 3.07 1.70 4.76
H 1.95 3.05 4.70
H -0.19 0.43 6.09
H 2.42 2.35 2.50
H 5.23 0.07 -0.72
H 5.81 1.43 1.54
H 4.55 2.66 1.75
H 4.63 1.28 2.84
H 4.69 -2.22 -1.83
H 4.37 -3.38 -4.01
H 2.39 -3.01 -5.40
H 0.80 -1.22 -4.74
H 1.04 -0.16 -2.51
H -0.79 5.01 -0.18
H 0.80 5.67 1.88
H 0.84 4.38 3.08
H 2.22 4.62 2.01
H -0.82 0.74 -2.32
H -2.36 0.50 -4.23
H -4.12 2.20 -4.62
H -4.30 4.14 -3.09
H -2.74 4.38 -1.21
H -2.06 -1.40 2.01
H -4.08 -2.79 2.20
H -5.04 -3.29 4.43
H -3.96 -2.36 6.46
H -1.96 -0.96 6.26
O -2.56 1.16 1.31
C -2.82 0.39 0.41
O -1.98 -0.38 -0.25
C -4.22 0.22 -0.11
C -5.27 0.06 0.79
C -6.59 -0.11 0.35
C -6.79 -0.08 -1.01
O -7.98 -0.20 -1.69
C -7.63 -0.19 -3.07
O -6.24 0.10 -3.19
C -5.75 0.10 -1.90
C -4.45 0.24 -1.49
H -5.05 0.06 1.85
H -7.40 -0.25 1.04
H -8.20 0.59 -3.58
H -7.83 -1.18 -3.50
H -3.64 0.36 -2.19
C -1.71 -5.48 -1.79
Ge -1.92 -3.57 -1.34
C -1.92 -2.59 -3.05
C -3.71 -3.40 -0.60
Ge -0.11 -2.69 -0.02
C -0.06 -3.56 1.74
C 0.75 -3.04 2.75
C 0.80 -3.63 4.01
C 0.03 -4.76 4.27
C -0.77 -5.29 3.28
C -0.81 -4.70 2.02
C 1.49 -3.60 -0.84
C 2.66 -3.81 -0.08
C 3.77 -4.57 -0.53
C 3.82 -4.93 -1.84
C 2.77 -4.48 -2.74
C 1.54 -4.03 -2.14
H -2.48 -5.77 -2.50
H -1.82 -6.10 -0.90
H -0.74 -5.71 -2.24
H -2.91 -2.66 -3.51
H -1.19 -2.99 -3.76
H -1.70 -1.54 -2.87
H -4.41 -3.77 -1.36
H -3.93 -2.36 -0.37
H -3.83 -4.00 0.30
H 1.30 -2.12 2.58
H 1.40 -3.19 4.79
H 0.05 -5.21 5.26
H -1.38 -6.17 3.48
H -1.46 -5.12 1.26
H 2.69 -3.42 0.93
H 4.56 -4.82 0.16
H 4.67 -5.45 -2.25
H 2.67 -5.09 -3.63
H 0.69 -3.91 -2.79
```

Properties
DFT total energy, eV: -189891.6880
Molecular weight, g mol⁻¹: 1188.1
Multiplicity: 2

- molecular weight of number 7 (C3H50F2N2O23S)?
  552.5 g mol⁻¹

- Look up the molecular weight of the fifth one.
  410.7 g mol⁻¹